# 1
{"formula": "C30H34BrO7W", "method": "ωB97M-V with the def2-TZVPD basis set", "elements": ["C", "C", "C", "C", "H", "H", "C", "H", "H", "C", "H", "H", "C", "C", "C", "O", "O", "O", "O", "C", "H", "H", "H", "C", "H", "H", "H", "O", "H", "H", "C", "C", "H", "H", "H", "H", "H", "H", "W", "C", "C", "C", "H", "C", "C", "H", "H", "H", "H", "C", "C", "C", "H", "C", "C", "H", "H", "H", "H", "Br", "C", "C", "C", "C", "C", "C", "C", "O", "O", "H", "H", "H", "H"], "xyz": [[0.292, -0.976, -4.633], [-0.046, -1.700, -3.304], [-0.154, 0.490, -4.454], [-1.035, 0.567, -3.169], [-0.731, 0.795, -5.317], [0.742, 1.129, -4.410], [-1.194, -0.923, -2.739], [0.815, -1.480, -2.633], [-0.159, -2.793, -3.448], [-1.388, -1.113, -1.206], [-2.128, -1.352, -3.280], [-2.008, 0.962, -3.414], [-0.404, 1.534, -2.158], [1.743, -1.140, -5.060], [-0.428, -1.595, -5.814], [-0.942, -0.994, -6.744], [2.706, -1.157, -4.303], [1.878, -1.277, -6.407], [-0.465, -2.942, -5.727], [-1.058, -3.552, -6.858], [-0.940, -4.633, -6.692], [-0.525, -3.246, -7.761], [-2.109, -3.276, -6.937], [3.221, -1.499, -6.808], [3.881, -0.701, -6.430], [3.197, -1.499, -7.896], [3.585, -2.462, -6.432], [-0.685, -0.438, -0.237], [-1.105, -2.210, -0.941], [-2.437, -0.922, -0.999], [-1.364, 2.353, -1.364], [1.047, 1.625, -2.009], [1.304, 2.445, -2.723], [1.660, 0.733, -2.240], [1.313, 1.982, -1.002], [-0.969, 2.599, -0.373], [-2.368, 1.869, -1.224], [-1.474, 3.260, -2.003], [-0.343, -0.647, 1.531], [-2.096, -0.457, 3.299], [-2.751, -0.707, 2.036], [-2.262, -1.977, 1.565], [-3.399, -0.038, 1.498], [-1.350, -2.489, 2.509], [-1.223, -1.553, 3.588], [-0.762, -1.722, 4.540], [-2.275, 0.403, 3.921], [-2.625, -2.483, 0.651], [-0.946, -3.531, 2.477], [1.544, 0.443, 2.467], [1.381, -0.721, 3.259], [1.451, -1.881, 2.448], [1.379, -0.719, 4.364], [1.622, -1.454, 1.080], [1.728, 0.013, 1.087], [1.978, 0.605, 0.235], [1.565, 1.473, 2.779], [1.523, -2.913, 2.740], [1.758, -2.078, 0.202], [1.179, 3.677, 4.425], [0.643, 3.608, 6.231], [0.835, 4.732, 7.058], [0.468, 4.656, 8.415], [-0.052, 3.470, 8.946], [-0.236, 2.336, 8.102], [0.074, 2.443, 6.740], [-0.234, 1.250, 5.823], [0.290, 0.208, 6.053], [-1.072, 1.626, 4.905], [1.256, 5.628, 6.646], [0.603, 5.526, 9.053], [-0.313, 3.384, 9.988], [-0.609, 1.418, 8.488]], "spin_multiplicity": 3, "homo_ha": [-0.0961, -0.1238], "total_charge": -1}

# 2
{"formula": "C3H5CuLiO3", "method": "ωB97M-V with the def2-TZVPD basis set", "elements": ["O", "C", "C", "O", "H", "H", "H", "H", "H", "O", "C", "Li", "Cu"], "xyz": [[-1.990, -0.485, 1.459], [-0.944, 0.274, 0.897], [-0.090, -0.649, 0.048], [1.052, 0.363, -0.617], [-2.567, 0.090, 1.969], [-0.306, 0.723, 1.677], [-1.348, 1.057, 0.230], [-0.688, -1.020, -0.798], [0.054, -1.608, 0.561], [2.184, -0.945, 0.466], [2.075, -0.479, -0.728], [2.078, 1.940, -2.136], [0.489, 0.740, -3.027]], "spin_multiplicity": 2, "homo_ha": [-0.2666, -0.2717]}

# 3
{"formula": "C2H4N4O", "method": "ωB97M-V with the def2-TZVPD basis set", "elements": ["C", "C", "H", "H", "H", "H", "N", "N", "N", "N", "O"], "xyz": [[-1.783, -0.144, -0.035], [0.055, 0.829, 0.191], [1.547, -0.560, -0.793], [1.944, -1.754, 0.167], [-2.774, -0.398, -0.062], [0.785, 2.442, -0.078], [1.149, -1.194, -0.220], [0.325, -0.611, 0.639], [-1.278, 1.036, -0.014], [1.003, 1.520, 0.096], [-0.973, -1.166, 0.109]], "homo_ha": -0.3619, "smiles": "[H]/N=c1\\ncon1N"}

# 4
{"formula": "H4S2", "method": "ωB97M-V with the def2-TZVPD basis set", "elements": ["S", "H", "H", "S", "H", "H"], "xyz": [[4.711, -2.651, -0.208], [3.775, -2.112, -1.011], [3.924, -3.702, 0.090], [-4.181, 2.201, 0.358], [-3.191, 3.058, 0.673], [-5.037, 3.206, 0.097]], "homo_ha": -0.3603, "smiles": "S.S"}

# 5
{"formula": "C6H13NO", "method": "ωB97M-V with the def2-TZVPD basis set", "elements": ["C", "N", "C", "C", "C", "C", "C", "O", "H", "H", "H", "H", "H", "H", "H", "H", "H", "H", "H", "H", "H"], "xyz": [[0.492, -0.105, -2.228], [0.700, 0.007, -0.785], [1.668, -0.906, -0.218], [1.414, -0.783, 1.265], [-0.105, -0.783, 1.324], [-0.522, -0.071, 0.019], [-1.029, 1.343, 0.244], [-2.406, 1.388, 0.636], [0.830, 0.814, -2.721], [1.028, -0.961, -2.626], [-0.559, -0.215, -2.475], [2.682, -0.596, -0.489], [1.519, -1.911, -0.641], [2.016, -1.564, 1.743], [1.774, 0.192, 1.569], [-0.503, -1.793, 1.331], [-0.484, -0.277, 2.220], [-1.347, -0.649, -0.434], [-0.875, 1.959, -0.648], [-0.515, 1.834, 1.072], [-2.900, 0.704, 0.168]], "homo_ha": -0.3133, "smiles": "CN1CCC[C@H]1CO"}

# 6
{"formula": "C2H7N3O2", "method": "ωB97M-V with the def2-TZVPD basis set", "elements": ["C", "C", "H", "H", "H", "H", "H", "H", "H", "N", "N", "N", "O", "O"], "xyz": [[-0.147, 0.381, 0.197], [0.756, 0.974, -0.752], [1.118, -2.165, 0.918], [-0.181, -2.295, -0.631], [1.935, 1.069, -0.573], [0.864, 2.171, -0.913], [1.165, -0.473, -1.664], [-1.542, 2.107, 0.847], [-1.578, -0.801, 1.603], [0.666, -1.586, -0.216], [-0.221, -0.862, 0.471], [-1.427, 1.028, 0.737], [0.398, 0.193, -2.004], [-1.807, 0.259, 1.979]], "homo_ha": -0.3199}

# 7
{"formula": "C2H9N2O", "method": "ωB97M-V with the def2-TZVPD basis set", "elements": ["C", "N", "C", "N", "H", "H", "H", "H", "H", "H", "H", "H", "H", "O"], "xyz": [[0.347, -0.260, -2.143], [-0.113, 0.025, -0.773], [-0.169, 1.204, -0.245], [-0.649, 1.495, 0.957], [1.394, -0.560, -2.094], [-0.196, -1.140, -2.468], [0.387, 0.565, -2.855], [-0.313, -0.808, -0.237], [-0.130, 1.996, -0.984], [-0.800, 0.662, 1.505], [-0.951, 2.416, 1.181], [0.554, -2.399, 2.248], [0.458, -1.636, 3.407], [0.181, -1.559, 2.501]], "homo_ha": -0.5597, "total_charge": 1}

# 8
{"formula": "C2H5N3", "method": "ωB97M-V with the def2-TZVPD basis set", "elements": ["C", "C", "N", "N", "N", "H", "H", "H", "H", "H"], "xyz": [[-0.548, 1.632, 1.607], [0.547, -1.404, -1.291], [0.238, 2.536, 1.757], [0.055, -2.033, -2.306], [-0.951, 0.522, 1.263], [1.305, -1.720, -0.549], [0.057, -0.453, -1.101], [0.330, 3.168, 2.498], [0.686, -2.792, -2.496], [-1.719, 0.544, 0.620]], "homo_ha": -0.3742, "smiles": "N=C=N.C=N"}

# 9
{"formula": "C2H13NO3S2", "method": "ωB97M-V with the def2-TZVPD basis set", "elements": ["N", "C", "C", "S", "S", "H", "H", "H", "H", "H", "H", "H", "H", "H", "O", "H", "H", "O", "H", "H", "O"], "xyz": [[-2.259, 0.287, 0.253], [-1.708, 0.120, 1.647], [-1.645, 1.508, 2.250], [-0.753, 1.847, 3.799], [1.199, 1.329, 3.610], [-2.740, -0.400, 0.039], [-1.426, 0.251, -0.429], [-2.442, -0.454, 2.348], [-0.687, -0.418, 1.699], [-1.314, 2.250, 1.426], [-2.742, 1.797, 2.418], [1.979, 2.241, 2.990], [0.158, -1.925, -2.484], [-0.681, -0.848, -1.929], [0.140, -1.363, -1.792], [2.255, -0.382, -3.385], [0.953, -1.023, -3.771], [1.868, -1.129, -3.856], [3.420, -1.907, -2.102], [3.254, -0.409, -1.354], [3.170, -1.373, -1.377]], "homo_ha": -0.3313, "smiles": "NCCSS.O.O.O"}

# 10
{"formula": "C2H8N2O2", "method": "ωB97M-V with the def2-TZVPD basis set", "elements": ["N", "C", "N", "H", "H", "H", "H", "H", "H", "O", "C", "O", "H", "H"], "xyz": [[-0.852, -1.971, -0.701], [-0.610, -0.562, -0.931], [-1.080, 0.370, 0.080], [-1.765, -2.272, -1.022], [-0.822, -2.199, 0.294], [-1.099, -0.253, -1.853], [0.466, -0.397, -0.991], [-0.723, 0.142, 1.004], [-2.088, 0.357, 0.169], [1.482, 0.369, 1.685], [2.035, 1.137, 0.941], [1.441, 1.989, 0.117], [3.121, 1.221, 0.868], [0.495, 2.069, 0.339]], "homo_ha": -0.3361, "smiles": "O=CO.NCN"}

# 11
{"formula": "C6H8S2", "method": "ωB97M-V with the def2-TZVPD basis set", "elements": ["C", "C", "C", "C", "C", "C", "H", "H", "H", "H", "H", "H", "H", "H", "S", "S"], "xyz": [[1.825, -1.113, -0.238], [-0.708, -1.196, 0.750], [-1.733, -0.281, -0.015], [-1.182, 1.034, -0.639], [0.050, 1.646, -0.178], [0.959, 2.268, 0.247], [2.587, -1.645, -0.818], [1.633, -0.202, -0.690], [2.227, -0.936, 0.783], [-0.121, -0.469, 1.373], [-1.257, -1.804, 1.496], [-1.065, 0.864, -1.732], [-2.036, 1.776, -0.592], [1.800, 2.802, 0.670], [0.332, -2.141, -0.322], [-3.311, -0.604, -0.094]], "homo_ha": -0.3157, "smiles": "C#CCC(=S)CSC"}

# 12
{"formula": "C7H13LaNOP", "method": "ωB97M-V with the def2-TZVPD basis set", "elements": ["C", "C", "C", "C", "C", "La", "P", "H", "H", "H", "H", "H", "H", "H", "H", "C", "C", "N", "O", "H", "H", "H", "H", "H"], "xyz": [[0.931, 0.027, -1.291], [2.154, -0.566, -0.914], [2.109, -1.950, -1.235], [0.859, -2.236, -1.850], [0.088, -1.050, -1.885], [-2.422, 1.452, -1.039], [-0.917, 3.370, -0.239], [0.693, 1.098, -1.269], [2.991, -0.041, -0.457], [2.910, -2.667, -1.058], [-0.899, -0.912, -2.351], [0.539, -3.206, -2.232], [-1.984, 3.873, -1.131], [-0.572, 4.557, 0.483], [-1.941, 2.735, 0.661], [-0.757, -1.580, 1.693], [-0.740, -0.143, 1.469], [0.026, 0.700, 2.140], [-1.496, 0.379, 0.522], [-0.191, -1.826, 2.607], [-0.295, -2.111, 0.850], [-1.791, -1.934, 1.811], [0.063, 1.680, 1.850], [0.642, 0.350, 2.866]], "homo_ha": -0.1969}

Number 1: electronic energy -4331.2642 hartree. Number 2: electronic energy -1990.8175 hartree. Number 3: electronic energy -372.7517 hartree. Number 4: electronic energy -798.7475 hartree. Number 5: electronic energy -366.3810 hartree. Number 6: electronic energy -394.8495 hartree. Number 7: electronic energy -266.1117 hartree. Number 8: electronic energy -243.4063 hartree. Number 9: electronic energy -1160.7495 hartree. Number 10: electronic energy -340.9984 hartree. Number 11: electronic energy -1029.6893 hartree. Number 12: electronic energy -777.2095 hartree.